(1)
{"formula": "C22H25N3O3", "method": "ωB97M-V/def2-TZVPD", "symbols": ["C", "H", "H", "H", "O", "C", "O", "C", "C", "C", "C", "C", "C", "N", "C", "O", "N", "C", "C", "N", "C", "C", "C", "C", "C", "C", "C", "C", "C", "H", "H", "H", "H", "H", "H", "H", "H", "H", "C", "C", "H", "H", "H", "H", "H", "H", "H", "H", "H", "H", "H", "H", "H"], "positions_angstrom": [[0.816, 3.382, -2.269], [-0.144, 3.113, -1.821], [0.874, 4.455, -2.427], [0.923, 2.847, -3.215], [1.879, 3.054, -1.389], [2.017, 1.755, -1.093], [1.270, 0.914, -1.571], [3.112, 1.489, -0.154], [3.966, 2.530, 0.224], [4.972, 2.326, 1.140], [5.141, 1.067, 1.706], [4.321, 0.021, 1.345], [3.299, 0.206, 0.410], [2.506, -0.845, 0.001], [2.117, -1.920, 0.789], [2.388, -2.024, 1.968], [1.416, -2.881, 0.118], [0.456, -3.664, 0.867], [-0.938, -3.058, 0.671], [-1.270, -3.048, -0.743], [-2.650, -2.650, -1.013], [-2.900, -1.186, -0.796], [-3.361, -0.667, 0.339], [-3.520, 0.757, 0.612], [-4.425, 1.172, 1.589], [-4.604, 2.514, 1.866], [-3.870, 3.469, 1.182], [-2.954, 3.070, 0.223], [-2.778, 1.730, -0.061], [-2.046, 1.429, -0.795], [-2.371, 3.814, -0.303], [-4.006, 4.518, 1.400], [-5.316, 2.817, 2.620], [-5.000, 0.431, 2.125], [-3.683, -1.330, 1.133], [-2.616, -0.538, -1.613], [-2.860, -2.915, -2.054], [-3.293, -3.251, -0.365], [-0.304, -2.263, -1.498], [1.088, -2.861, -1.290], [1.841, -2.317, -1.859], [1.081, -3.902, -1.630], [-0.574, -2.309, -2.555], [-0.290, -1.207, -1.185], [-0.947, -2.043, 1.107], [-1.677, -3.668, 1.195], [0.470, -4.693, 0.498], [0.741, -3.644, 1.919], [1.885, -0.588, -0.764], [4.448, -0.954, 1.785], [5.926, 0.903, 2.429], [5.624, 3.140, 1.421], [3.820, 3.503, -0.218]], "nbo_charge": [-0.26, 0.19, 0.20, 0.20, -0.50, 0.80, -0.65, -0.26, -0.13, -0.26, -0.15, -0.27, 0.32, -0.68, 0.80, -0.65, -0.45, -0.22, -0.24, -0.44, -0.25, -0.19, -0.19, -0.10, -0.18, -0.21, -0.21, -0.23, -0.14, 0.20, 0.21, 0.21, 0.21, 0.21, 0.20, 0.20, 0.20, 0.20, -0.24, -0.23, 0.22, 0.21, 0.21, 0.18, 0.18, 0.20, 0.20, 0.25, 0.44, 0.25, 0.22, 0.22, 0.23], "orbital_gap_ev": 8.8, "smiles": "COC(=O)c1ccccc1NC(=O)N1CCN(C/C=C/c2ccccc2)CC1"}



(2)
{"formula": "C22H25N3O3S2", "method": "ωB97M-V/def2-TZVPD", "symbols": ["O", "C", "N", "H", "C", "H", "C", "C", "H", "C", "H", "C", "H", "O", "H", "H", "H", "H", "H", "C", "H", "H", "S", "C", "C", "N", "C", "C", "C", "C", "C", "C", "H", "H", "H", "H", "C", "H", "H", "C", "N", "C", "O", "C", "C", "C", "C", "S", "H", "H", "H", "H", "H", "H", "H"], "positions_angstrom": [[-0.798, -1.556, 0.118], [-0.173, -1.860, -1.034], [1.054, -2.300, -1.160], [1.356, -2.510, -2.080], [1.762, -2.861, -0.151], [1.030, -2.968, 0.908], [2.623, -1.665, 0.507], [2.046, -0.446, 1.105], [2.454, 0.533, 0.923], [2.491, -0.980, 2.620], [1.712, -1.512, 2.995], [3.736, -1.422, 2.273], [4.627, -0.912, 2.304], [3.831, -1.981, 1.106], [4.104, -2.330, 2.944], [2.400, -0.160, 3.484], [1.029, -0.579, 1.124], [3.054, -1.166, -0.517], [2.427, -3.472, -0.280], [-1.061, -1.604, -2.239], [-1.138, -2.590, -3.004], [-2.151, -1.155, -2.043], [-0.077, -0.381, -3.352], [0.061, 0.845, -2.052], [-0.887, 1.573, -1.775], [-0.284, 2.306, -0.639], [1.008, 2.077, -0.736], [2.011, 3.137, -0.080], [3.212, 2.717, -0.275], [3.680, 1.805, -1.317], [2.700, 1.244, -2.127], [1.319, 1.311, -1.874], [2.987, 0.482, -2.842], [4.669, 1.576, -1.644], [4.037, 3.228, 0.134], [1.757, 3.885, 0.763], [-1.114, 2.915, 0.235], [-0.589, 3.780, 1.071], [-2.105, 3.309, 0.008], [-1.571, 2.042, 1.638], [-2.217, 0.756, 1.252], [-3.751, 1.141, 1.095], [-4.227, 2.112, 1.095], [-4.436, -0.205, 0.359], [-4.160, -1.311, 0.031], [-4.974, -2.183, -0.424], [-6.176, -1.481, -0.521], [-5.907, 0.110, -0.042], [-7.186, -1.597, -1.039], [-5.199, -3.098, -0.608], [-3.057, -1.740, 0.248], [-1.842, 0.010, 0.745], [-0.344, 1.557, 1.848], [-1.925, 2.374, 2.424], [-1.828, 1.198, -1.504]], "nbo_charge": [-0.72, 0.66, -0.58, 0.42, -0.21, 0.21, 0.10, -0.46, 0.24, -0.44, 0.22, -0.10, 0.19, -0.51, 0.15, 0.22, 0.25, 0.15, 0.20, -0.59, 0.25, 0.28, 0.19, -0.16, -0.07, -0.40, 0.25, -0.21, -0.23, -0.25, -0.15, -0.19, 0.21, 0.23, 0.21, 0.24, -0.20, 0.19, 0.24, -0.15, -0.74, 0.78, -0.52, -0.43, -0.25, -0.28, -0.44, 0.56, 0.24, 0.23, 0.23, 0.43, 0.16, 0.16, 0.22], "orbital_gap_ev": 8.2}



(3)
{"formula": "C22H25N3O4PdSe", "method": "ωB97M-V/def2-TZVPD", "symbols": ["Pd", "O", "C", "O", "C", "C", "C", "C", "C", "N", "C", "O", "O", "H", "H", "H", "C", "C", "C", "C", "N", "C", "Se", "N", "C", "C", "C", "C", "C", "C", "C", "C", "C", "C", "H", "H", "H", "H", "H", "H", "H", "H", "H", "H", "H", "H", "H", "H", "H", "H", "H", "H", "H", "H", "H", "H"], "positions_angstrom": [[9.598, 7.447, 7.540], [6.115, 5.343, 8.374], [7.266, 5.720, 8.225], [7.588, 6.826, 7.571], [8.544, 4.985, 8.655], [8.633, 4.031, 9.596], [9.918, 3.659, 10.133], [11.037, 4.124, 9.516], [10.867, 5.038, 8.471], [9.677, 5.527, 8.111], [11.982, 5.738, 7.675], [13.109, 5.217, 7.601], [11.563, 6.827, 7.017], [7.705, 3.652, 9.933], [9.894, 2.934, 10.952], [12.056, 3.853, 9.853], [12.654, 12.834, 8.387], [12.024, 11.530, 8.885], [12.511, 10.250, 8.190], [11.873, 10.026, 6.872], [10.390, 10.142, 6.815], [9.404, 9.737, 7.742], [9.644, 9.275, 9.533], [8.170, 9.899, 7.079], [6.849, 9.828, 7.752], [6.609, 11.017, 8.681], [6.467, 12.278, 7.913], [5.187, 12.456, 7.086], [8.385, 10.301, 5.730], [7.528, 10.860, 4.796], [8.047, 11.708, 3.802], [9.441, 11.913, 3.694], [10.283, 11.190, 4.531], [9.755, 10.521, 5.597], [12.041, 13.688, 8.730], [12.723, 12.876, 7.273], [13.670, 13.003, 8.767], [10.863, 11.635, 8.766], [12.215, 11.430, 9.952], [12.399, 9.369, 8.890], [13.645, 10.336, 8.012], [12.173, 9.059, 6.494], [12.257, 10.800, 6.146], [6.949, 8.836, 8.316], [6.081, 9.582, 6.970], [7.536, 11.088, 9.348], [5.697, 10.674, 9.228], [7.432, 12.440, 7.345], [6.422, 13.150, 8.650], [5.234, 11.959, 6.121], [4.787, 13.478, 6.914], [4.368, 11.913, 7.616], [6.470, 10.591, 4.765], [7.296, 12.225, 3.169], [9.794, 12.678, 3.065], [11.336, 11.164, 4.347]], "nbo_charge": [0.56, -0.71, 0.74, -0.80, 0.07, -0.24, -0.22, -0.23, 0.07, -0.40, 0.74, -0.73, -0.81, 0.22, 0.19, 0.22, -0.61, -0.41, -0.42, -0.21, -0.45, 0.11, -0.40, -0.44, -0.24, -0.44, -0.41, -0.61, 0.14, -0.27, -0.26, -0.26, -0.29, 0.22, 0.20, 0.19, 0.18, 0.23, 0.20, 0.26, 0.18, 0.25, 0.17, 0.29, 0.20, 0.26, 0.19, 0.22, 0.18, 0.21, 0.19, 0.19, 0.20, 0.19, 0.19, 0.20], "orbital_gap_ev": [3.7, 3.7], "charge": -2}



(4)
{"formula": "C22H25N3O5S", "method": "ωB97M-V/def2-TZVPD", "symbols": ["C", "C", "C", "C", "N", "C", "O", "C", "C", "C", "C", "C", "C", "C", "O", "H", "H", "C", "O", "N", "C", "C", "C", "C", "C", "C", "H", "S", "O", "O", "N", "C", "H", "H", "H", "C", "H", "H", "H", "C", "H", "H", "H", "H", "H", "H", "H", "H", "H", "H", "H", "H", "H", "H", "H", "H"], "positions_angstrom": [[5.585, 2.347, -2.775], [5.473, 0.914, -3.280], [4.046, 0.370, -3.232], [3.521, 0.223, -1.803], [2.215, -0.396, -1.790], [1.036, 0.318, -1.799], [0.953, 1.523, -1.834], [-0.046, -0.695, -1.737], [-1.410, -0.543, -1.626], [-2.171, -1.694, -1.398], [-1.579, -2.953, -1.394], [-0.203, -3.100, -1.535], [0.553, -1.956, -1.675], [2.024, -1.767, -1.720], [2.904, -2.588, -1.699], [0.263, -4.072, -1.505], [-2.204, -3.820, -1.247], [-3.639, -1.617, -1.129], [-4.465, -2.134, -1.849], [-4.057, -0.955, -0.002], [-3.405, -0.286, 1.032], [-4.179, 0.471, 1.917], [-3.595, 1.178, 2.950], [-2.213, 1.213, 3.123], [-1.460, 0.467, 2.229], [-2.031, -0.311, 1.244], [-1.360, -0.910, 0.660], [0.335, 0.514, 2.215], [0.790, -0.134, 1.008], [0.864, 0.033, 3.457], [0.637, 2.174, 2.155], [0.082, 2.794, 0.971], [0.192, 3.875, 1.059], [-0.976, 2.547, 0.916], [0.572, 2.457, 0.053], [2.042, 2.458, 2.359], [2.375, 1.864, 3.206], [2.641, 2.201, 1.479], [2.162, 3.518, 2.583], [-1.568, 2.008, 4.209], [-0.687, 1.487, 4.573], [-2.265, 2.174, 5.027], [-1.245, 2.974, 3.825], [-4.224, 1.735, 3.629], [-5.252, 0.500, 1.793], [-5.070, -0.941, 0.068], [-1.867, 0.435, -1.661], [3.420, 1.199, -1.325], [4.192, -0.411, -1.218], [4.023, -0.613, -3.708], [3.380, 1.034, -3.788], [5.819, 0.875, -4.316], [6.125, 0.266, -2.690], [4.888, 2.993, -3.305], [5.370, 2.407, -1.712], [6.592, 2.725, -2.937]], "nbo_charge": [-0.61, -0.39, -0.40, -0.22, -0.46, 0.70, -0.58, -0.04, -0.18, -0.13, -0.17, -0.15, -0.12, 0.69, -0.54, 0.24, 0.23, 0.68, -0.57, -0.62, 0.22, -0.24, -0.18, 0.01, -0.31, -0.25, 0.26, 2.31, -0.97, -0.94, -0.66, -0.45, 0.21, 0.21, 0.23, -0.43, 0.24, 0.19, 0.21, -0.64, 0.25, 0.22, 0.23, 0.22, 0.21, 0.41, 0.24, 0.22, 0.22, 0.21, 0.20, 0.21, 0.20, 0.20, 0.20, 0.21], "orbital_gap_ev": 8.5, "smiles": "CCCCN1C(=O)c2ccc(C(=O)Nc3ccc(C)c(S(=O)(=O)N(C)C)c3)cc2C1=O"}



(5)
{"formula": "C22H25N3O5S", "method": "ωB97M-V/def2-TZVPD", "symbols": ["C", "C", "C", "C", "C", "C", "C", "H", "H", "H", "O", "C", "C", "H", "H", "C", "C", "O", "N", "C", "C", "C", "C", "C", "C", "H", "H", "S", "O", "O", "N", "C", "C", "C", "N", "O", "C", "H", "H", "H", "C", "H", "H", "H", "H", "H", "H", "H", "H", "H", "H", "H", "H", "H", "H", "H"], "positions_angstrom": [[0.971, 0.726, -4.319], [1.672, 0.238, -3.087], [1.979, -1.115, -2.973], [2.594, -1.599, -1.831], [2.938, -0.716, -0.807], [2.647, 0.627, -0.925], [2.006, 1.102, -2.057], [1.766, 2.152, -2.133], [2.906, 1.310, -0.130], [3.432, -1.107, 0.069], [2.877, -2.919, -1.582], [2.853, -3.872, -2.623], [1.467, -4.451, -2.955], [0.928, -3.812, -3.656], [1.621, -5.418, -3.435], [0.589, -4.615, -1.707], [-0.052, -3.272, -1.396], [-0.790, -2.728, -2.184], [0.287, -2.755, -0.176], [0.116, -1.448, 0.268], [-0.591, -0.490, -0.458], [-0.621, 0.819, -0.015], [0.021, 1.164, 1.157], [0.685, 0.218, 1.914], [0.726, -1.089, 1.475], [1.257, -1.835, 2.047], [1.174, 0.518, 2.826], [0.133, 2.869, 1.640], [1.511, 3.258, 1.616], [-0.829, 3.656, 0.931], [-0.269, 2.806, 3.299], [-1.531, 3.160, 3.718], [-2.776, 2.808, 3.266], [-3.643, 3.506, 4.155], [-2.961, 4.179, 5.043], [-1.638, 3.981, 4.778], [-5.127, 3.510, 4.149], [-5.507, 2.499, 4.279], [-5.493, 3.896, 3.199], [-5.488, 4.138, 4.957], [-3.151, 1.930, 2.127], [-2.563, 1.013, 2.140], [-2.961, 2.444, 1.187], [-4.207, 1.677, 2.186], [0.457, 3.220, 3.866], [-1.130, 1.585, -0.576], [-1.076, -0.769, -1.378], [0.935, -3.298, 0.378], [1.176, -4.997, -0.873], [-0.215, -5.319, -1.933], [3.490, -4.679, -2.244], [3.315, -3.466, -3.530], [1.711, -1.774, -3.783], [1.604, 0.591, -5.196], [0.722, 1.779, -4.230], [0.055, 0.159, -4.478]], "nbo_charge": [-0.63, 0.02, -0.33, 0.38, -0.30, -0.19, -0.24, 0.21, 0.23, 0.22, -0.54, -0.07, -0.42, 0.22, 0.22, -0.49, 0.70, -0.61, -0.63, 0.28, -0.28, -0.15, -0.38, -0.16, -0.26, 0.21, 0.23, 2.31, -0.93, -0.92, -0.87, 0.47, -0.19, 0.18, -0.15, -0.29, -0.65, 0.22, 0.23, 0.24, -0.64, 0.22, 0.24, 0.22, 0.43, 0.24, 0.27, 0.40, 0.20, 0.24, 0.19, 0.19, 0.22, 0.22, 0.22, 0.22], "orbital_gap_ev": 8.9, "smiles": "Cc1cccc(OCCCC(=O)Nc2ccc(S(=O)(=O)Nc3onc(C)c3C)cc2)c1"}



(6)
{"formula": "C22H25N4O3PtS5", "method": "ωB97M-V/def2-TZVPD", "symbols": ["Pt", "S", "S", "S", "S", "C", "C", "C", "O", "H", "H", "H", "H", "H", "H", "O", "C", "N", "C", "C", "O", "N", "C", "C", "C", "C", "C", "C", "C", "C", "C", "C", "C", "C", "H", "H", "H", "H", "H", "H", "H", "H", "H", "H", "H", "C", "N", "C", "C", "N", "C", "S", "H", "H", "H", "H", "H", "H", "H", "H"], "positions_angstrom": [[2.224, 1.076, 1.262], [4.383, 1.343, 0.687], [5.514, 1.129, 2.374], [4.480, -0.036, 3.698], [2.521, 0.288, 3.410], [-0.600, 3.228, -2.101], [0.818, 2.811, -1.804], [1.716, 3.838, -1.163], [1.226, 1.704, -2.084], [-0.588, 4.094, -2.769], [-1.076, 3.544, -1.172], [-1.155, 2.409, -2.554], [1.172, 4.728, -0.855], [2.501, 4.103, -1.875], [2.193, 3.389, -0.288], [-0.405, 3.185, 1.232], [-0.712, 2.014, 1.114], [-1.993, 1.574, 0.861], [-2.074, 0.135, 0.799], [-0.568, -0.217, 0.978], [-0.165, -1.364, 0.942], [0.140, 0.920, 1.153], [-2.845, -0.503, 1.943], [-3.054, -1.881, 1.934], [-3.714, -2.497, 2.984], [-4.175, -1.747, 4.059], [-3.957, -0.379, 4.080], [-3.290, 0.239, 3.028], [-2.573, -0.291, -0.580], [-3.926, -0.520, -0.805], [-4.394, -0.795, -2.083], [-3.511, -0.844, -3.151], [-2.160, -0.611, -2.934], [-1.693, -0.336, -1.658], [-2.780, 2.191, 0.952], [-2.679, -2.467, 1.106], [-3.863, -3.569, 2.967], [-4.690, -2.230, 4.880], [-4.296, 0.213, 4.920], [-3.099, 1.303, 3.069], [-4.619, -0.493, 0.027], [-5.450, -0.973, -2.242], [-3.873, -1.063, -4.148], [-1.461, -0.641, -3.761], [-0.639, -0.138, -1.511], [5.791, -1.854, -1.260], [4.366, -2.022, -1.132], [3.479, -1.125, -1.864], [2.111, -1.442, -1.262], [2.482, -2.088, -0.018], [3.776, -2.419, 0.037], [4.532, -3.208, 1.305], [6.093, -2.048, -2.292], [6.285, -2.558, -0.596], [6.089, -0.836, -0.985], [3.525, -1.318, -2.937], [3.758, -0.081, -1.681], [1.534, -2.123, -1.896], [1.533, -0.538, -1.084], [1.832, -2.203, 0.743]], "nbo_charge": [0.38, -0.37, 0.00, 0.07, -0.24, -0.73, 0.62, -0.73, -0.58, 0.22, 0.25, 0.23, 0.22, 0.23, 0.27, -0.66, 0.78, -0.66, 0.01, 0.69, -0.65, -0.74, -0.05, -0.15, -0.21, -0.23, -0.21, -0.21, -0.03, -0.16, -0.24, -0.22, -0.21, -0.20, 0.41, 0.23, 0.21, 0.21, 0.21, 0.22, 0.21, 0.20, 0.21, 0.21, 0.24, -0.41, -0.44, -0.22, -0.23, -0.59, 0.32, -0.34, 0.18, 0.24, 0.20, 0.19, 0.21, 0.18, 0.23, 0.45], "s_squared": 2.01, "orbital_gap_ev": [6.7, 6.0], "charge": -1, "multiplicity": 3}



The records above give, respectively, strongest force on any atom values of 0.0125, 0.3883, 0.0845, 0.0237, 0.0343, 0.0027 hartree/bohr.
The records above give, respectively, ΔE to the lowest compared entry with this formula, charge and spin values of 215.3, 2021.7, 87.4, 149.8, 348.9, 0.0 kJ/mol.